w.
This record from the OMol25 dataset describes C6H12BrO4P as an isolated structure. The level of theory is ωB97M-V with the def2-TZVPD basis set.

## Properties
Orbital gap ... 10.1 eV

Each line ends with the Mulliken charge.
Geometry (Å):
C  -0.158  1.852  -2.933  0.563
C  0.726  1.313  -2.340  -0.184
C  -1.242  2.425  -3.668  -1.184
C  -0.342  -3.128  -0.193  -0.827
C  -0.365  0.962  1.222  -0.362
C  2.517  -0.989  2.011  -0.523
O  -0.865  -2.563  2.467  -0.692
O  -0.190  -1.757  0.049  -0.208
O  -0.215  -0.197  2.032  -0.326
O  1.551  -2.021  1.846  -0.313
P  0.007  -1.707  1.668  1.030
Br  2.173  0.515  -1.678  -0.032
H  -0.921  2.600  -4.704  0.266
H  -1.875  3.251  -3.246  0.296
H  -1.881  1.567  -3.587  0.295
H  -1.313  -3.298  -0.260  0.379
H  -0.106  -3.797  0.722  0.339
H  0.240  -3.467  -1.100  0.219
H  -1.352  1.422  1.498  0.245
H  -0.467  0.693  0.121  0.095
H  0.598  1.560  1.328  0.222
H  3.069  -0.968  1.017  0.106
H  3.076  -1.340  2.767  0.341
H  2.160  0.028  2.223  0.254



x.
This record from the OMol25 dataset describes C6H12BrO4P as an isolated structure. The level of theory is ωB97M-V with the def2-TZVPD basis set.

## Properties
Orbital gap (alpha / beta) ... 7.8 / 8.0 eV

Each line ends with the Mulliken charge.
Geometry (Å):
C  0.386  0.835  1.091  0.719
C  -0.746  -1.429  0.917  -0.364
C  0.001  1.642  2.275  -1.407
C  2.642  1.548  0.811  -0.778
C  -2.787  -0.848  -2.177  -0.692
C  1.023  -2.043  -1.317  -0.688
O  -0.389  1.176  -0.113  -0.440
O  1.667  0.503  0.820  -0.275
O  -2.043  0.078  -1.409  -0.342
O  0.270  -0.856  -1.550  -0.358
P  -0.787  -0.314  -0.488  1.203
Br  -2.293  -0.979  1.935  -0.226
H  0.709  1.468  3.083  0.390
H  -0.998  1.356  2.614  0.291
H  -0.030  2.706  2.022  0.311
H  2.387  2.315  0.074  0.323
H  3.579  1.066  0.538  0.250
H  2.738  2.003  1.801  0.297
H  -3.715  -0.340  -2.447  0.238
H  -3.020  -1.749  -1.601  0.324
H  -2.239  -1.126  -3.080  0.268
H  2.074  -1.816  -1.490  0.228
H  0.688  -2.812  -2.016  0.287
H  0.882  -2.386  -0.292  0.441



Computed relative energies in units of kcal/mol: w 0.0; x 50.7



w.
This record from the OMol25 dataset describes an isolated ion of composition C4H12N3 and charge +1. The level of theory is ωB97M-V with the def2-TZVPD basis set.

## Properties
Orbital gap ... 8.6 eV
Net charge ... +1
SMILES ... N/C=C(\[NH3+])CCN

Each line ends with the Mulliken charge.
Geometry (Å):
C  -1.532  -0.789  -0.822  -0.200
C  -0.463  -0.915  0.277  -0.957
C  0.485  0.282  0.188  -0.059
C  0.609  1.106  1.262  -0.166
N  1.259  2.307  1.191  -0.445
N  1.654  0.182  -0.710  -0.238
N  -2.121  -2.077  -1.093  -0.513
H  -2.168  0.067  -0.560  0.330
H  -0.987  -0.404  -1.709  0.163
H  -0.742  -0.979  1.324  0.342
H  0.140  -1.819  0.055  0.388
H  0.348  0.805  2.277  0.366
H  1.612  2.737  2.023  0.227
H  1.105  2.839  0.353  0.232
H  1.390  -0.466  -1.456  0.386
H  2.011  1.026  -1.161  0.362
H  2.417  -0.266  -0.199  0.333
H  -3.116  -2.105  -1.252  0.231
H  -1.798  -2.755  -0.436  0.218



x.
This record from the OMol25 dataset describes an isolated ion of composition C4H12N3 and charge +1. The level of theory is ωB97M-V with the def2-TZVPD basis set.

## Properties
Orbital gap ... 10.3 eV
Net charge ... +1
SMILES ... N/C=N\CCC[NH3+]

Each line ends with the Mulliken charge.
Geometry (Å):
C  -0.770  -1.370  1.577  -0.782
C  -0.934  -1.512  0.097  -0.454
C  -0.804  -0.185  -0.638  -0.503
N  0.366  2.093  -1.990  -0.600
C  1.009  1.340  -0.997  0.053
N  0.645  0.206  -0.550  -0.479
N  0.488  -0.608  2.123  -0.224
H  -0.712  -2.356  2.029  0.377
H  -1.586  -0.816  2.073  0.370
H  -1.930  -1.932  -0.087  0.355
H  -0.264  -2.300  -0.268  0.325
H  -1.423  0.577  -0.108  0.256
H  -1.223  -0.236  -1.707  0.390
H  0.958  2.052  -2.829  0.299
H  0.384  3.107  -1.837  0.279
H  2.054  1.756  -0.802  0.288
H  0.747  -0.006  1.316  0.286
H  1.151  -1.440  2.216  0.405
H  0.314  -0.091  2.996  0.358



Computed relative energies in units of kcal/mol: w 13.0; x 0.0



w.
This record from the OMol25 dataset describes a 2-piece molecular cluster, C2H3NS2 overall. The level of theory is ωB97M-V with the def2-TZVPD basis set.

## Properties
Orbital gap ... 8.2 eV
SMILES ... N=C=S.C=S

Each line ends with the Mulliken charge.
Geometry (Å):
C  1.893  0.354  0.397  0.391
C  -1.909  -0.063  -0.668  -0.381
N  1.453  -0.735  0.659  -0.336
S  -1.246  0.803  0.587  -0.170
S  2.420  1.593  -0.396  -0.276
H  -2.064  -1.131  -0.387  0.264
H  -2.106  0.514  -1.565  0.282
H  1.558  -1.336  1.373  0.226



x.
This record from the OMol25 dataset describes an isolated molecule of C2H3NS2. The level of theory is ωB97M-V with the def2-TZVPD basis set.

## Properties
Orbital gap (alpha / beta) ... 6.8 / 7.1 eV

Each line ends with the Mulliken charge.
Geometry (Å):
C  -1.285  -0.922  -0.242  0.190
C  -0.026  0.883  0.681  -0.654
N  -0.197  -0.347  0.010  -0.492
S  -2.857  -0.395  0.195  -0.073
S  -0.725  2.341  -0.170  -0.035
H  -1.408  -1.834  -0.853  0.323
H  -0.558  1.014  1.546  0.384
H  1.051  0.991  0.817  0.358



y.
This record from the OMol25 dataset describes an isolated molecule of C2H3NS2. The level of theory is ωB97M-V with the def2-TZVPD basis set.

## Properties
Orbital gap (alpha / beta) ... 7.5 / 7.5 eV

Each line ends with the Mulliken charge.
Geometry (Å):
C  0.718  -1.659  0.071  0.045
C  -0.307  0.893  -0.121  -0.737
N  1.834  -1.110  0.016  -0.272
S  -0.816  -0.741  -0.214  -0.074
S  2.247  0.409  -0.102  -0.027
H  0.573  -2.719  0.164  0.345
H  -0.471  1.501  -0.993  0.352
H  -0.313  1.373  0.842  0.368



Computed relative energies in units of kcal/mol: w 0.0; x 32.1; y 7.4